Record 1
Below is a 2-piece molecular cluster, C3H10NO2 overall at a distorted geometry, with properties calculated with wB97M-V/def2-TZVPD.

- Net charge: +1
- Energy: -8848.7729 eV
- 2S+1: 1
- Energy above the lowest of the compared OMol25 structures with the same formula, charge and spin: 82.3 kcal per mole
- LUMO level: -2.994 eV
- HOMO energy: -13.207 eV
- Orbital gap: 10.2126 eV

Last column: Mulliken charge in e.
Element x y z (Å)
C 2.132 -0.389 0.195  -1.015
C 0.097 0.877 -0.124  -0.938
C -1.844 0.048 0.427  0.340
N 0.897 -0.228 -0.539  0.005
O -2.753 0.355 -0.461  -0.462
O -1.469 -1.225 0.226  -0.527
H 2.054 -0.767 1.228  0.377
H 2.805 -1.050 -0.219  0.418
H 2.636 0.571 0.454  0.366
H 0.477 1.370 0.754  0.293
H 0.258 1.647 -0.845  0.366
H -1.679 0.410 1.485  0.394
H 1.122 -0.207 -1.499  0.354
H 0.380 -1.070 -0.466  0.313
H -3.057 1.298 -0.189  0.394
H -2.056 -1.641 -0.425  0.323



Record 2
Below is a 2-piece molecular cluster, C16H27NO10S2 overall at a distorted geometry, with properties calculated with wB97M-V/def2-TZVPD.

- SMILES: C#CC[C@H](CCCCNC(C)=O)OC(=O)CCCS(=O)(=O)O.O=S1(=O)OCCO1
- Energy: -60661.5611 eV
- 2S+1: 1
- Energy above the lowest of the compared OMol25 structures with the same formula, charge and spin: 0.0 kcal per mole
- LUMO level: -0.008 eV
- HOMO energy: -9.672 eV
- Orbital gap: 9.6643 eV

Last column: Mulliken charge in e.
Element x y z (Å)
C -0.285 -2.662 1.342  0.082
C -0.461 -3.155 0.260  -0.335
C -0.942 -3.659 -1.054  -1.273
C -1.959 -2.750 -1.770  0.228
C -1.718 -1.222 -1.677  1.426
C -0.817 -0.722 -2.841  -1.240
C 0.607 -0.305 -2.422  -0.807
C 0.646 0.716 -1.270  -0.530
N 0.880 0.038 0.047  0.100
C 1.935 0.690 0.788  0.406
C 1.473 1.424 2.037  -1.088
O 3.084 0.623 0.447  -0.604
O -3.317 -3.112 -1.445  -0.474
C -3.609 -2.967 -0.111  0.163
O -3.554 -3.919 0.609  -0.550
C -4.016 -1.625 0.468  -0.235
C -4.944 -0.778 -0.426  -0.445
C -5.005 0.658 0.171  -1.106
S -4.028 1.820 -0.808  1.277
O -3.992 1.447 -2.203  -0.596
O -4.534 3.155 -0.570  -0.646
O -2.496 1.756 -0.219  -0.402
H -0.123 -2.312 2.330  0.422
H -0.073 -3.879 -1.675  0.482
H -1.447 -4.607 -0.854  0.463
H -1.877 -2.989 -2.830  0.461
H -2.696 -0.763 -1.847  -1.113
H -1.375 -0.871 -0.702  -0.066
H -1.298 0.157 -3.279  0.432
H -0.740 -1.464 -3.639  0.476
H 1.058 0.192 -3.289  0.410
H 1.226 -1.190 -2.247  0.347
H -0.326 1.206 -1.175  0.128
H 1.435 1.458 -1.403  0.490
H 1.235 -0.900 -0.101  0.178
H 0.893 2.286 1.696  0.271
H 0.777 0.759 2.554  0.293
H 2.301 1.693 2.686  0.327
H -4.435 -1.749 1.463  0.593
H -3.084 -1.056 0.590  -0.107
H -5.954 -1.186 -0.420  0.372
H -4.582 -0.744 -1.452  0.600
H -4.593 0.639 1.183  0.521
H -6.027 1.026 0.187  0.352
H -2.550 1.251 0.603  0.311
C 6.523 2.402 0.942  -0.343
C 5.985 1.435 1.974  0.110
O 6.381 1.996 3.236  -0.325
S 6.386 3.599 3.128  1.096
O 5.161 4.099 3.646  -0.533
O 7.644 4.076 3.580  -0.529
O 6.328 3.698 1.523  -0.323
H 7.593 2.255 0.777  0.297
H 5.995 2.332 -0.005  0.307
H 6.391 0.434 1.863  0.311
H 4.895 1.391 1.942  -0.063



Record 3
Below is one molecule with the formula C4H9NO2 at a distorted geometry, with properties calculated with wB97M-V/def2-TZVPD.

- Energy: -9874.1146 eV
- 2S+1: 1
- Energy above the lowest of the compared OMol25 structures with the same formula, charge and spin: 137.1 kcal per mole
- LUMO level: 0.940 eV
- HOMO energy: -6.695 eV
- Orbital gap: 7.6352 eV

Last column: Mulliken charge in e.
Element x y z (Å)
C 1.385 0.001 -1.415  -0.589
C 0.163 0.399 2.722  -0.710
C -0.548 -0.491 -2.721  -0.618
C -0.799 0.090 0.576  -0.268
N 0.151 -0.411 -1.595  0.182
O -0.510 -0.864 -0.421  -0.309
O 0.304 0.504 1.322  -0.324
H 1.796 0.029 -0.428  0.293
H 1.943 0.354 -2.257  0.249
H 1.015 0.933 3.140  0.233
H 0.187 -0.645 3.052  0.315
H -0.761 0.874 3.062  0.323
H -1.512 -0.951 -2.680  0.281
H -0.019 -0.387 -3.646  0.255
H -1.547 -0.412 1.198  0.388
H -1.249 0.979 0.092  0.298



> Among the records above, which one has the highest energy?

C3H10NO2